Entry 1:
Here is an isolated molecule of C6H7N3O2 in a non-equilibrium geometry from the Open Molecules 2025 dataset. Energies are from the ωB97M-V functional and the def2-TZVPD basis.

Structure (XYZ):
```
18
Properties=species:S:1:pos:R:3:mulliken_charge:R:1
C -0.7698 -2.6696 -0.1485 -0.4478
N -0.4013 -1.4721 -0.1358 -0.3584
C -1.1749 -0.2803 0.0761 0.9798
C -2.4997 -0.4237 0.3154 0.0343
N -3.6126 -0.5300 0.5651 -0.4688
C -0.5383 0.9302 0.0977 0.1991
C -1.2450 2.2296 0.2925 -1.2575
O 0.7806 0.9168 -0.1834 -0.4470
C 1.5177 -0.0561 0.4874 0.7396
N 2.4464 -0.5326 -0.3363 -0.4729
O 1.4030 -0.2778 1.6494 -0.5589
H -0.0125 -3.4053 -0.3321 0.2465
H -1.7185 -2.9262 0.0717 0.3157
H -0.9073 2.9871 -0.4816 0.2885
H -1.0241 2.6589 1.2666 0.3128
H -2.3712 2.3672 0.3520 0.3713
H 2.2090 -0.6310 -1.3758 0.2537
H 3.1288 -1.2376 0.0507 0.2698
```

The value obtained for the total energy is -547.5283 Eh. As for the SMILES: C=N/C(C#N)=C(/C)OC(N)=O. The HOMO-LUMO gap is 9.401 eV. The calculation puts the energy above the lowest of the compared OMol25 structures with the same formula, charge and spin at 35.2 kcal/mol. For the max |F|, the calculation gives 0.07217 Eh/bohr. The spin multiplicity is 1.



Entry 2:
Here is a structure of composition C8H17P2Pb in a non-equilibrium geometry from the Open Molecules 2025 dataset. Energies are from the ωB97M-V functional and the def2-TZVPD basis.

Structure (XYZ):
```
28
Properties=species:S:1:pos:R:3:mulliken_charge:R:1
C -1.5946 -2.2887 -2.4607 -0.6397
C -0.3090 -2.9066 -2.3716 -0.4238
C 0.6534 -2.0330 -2.9559 -0.6586
C -0.0262 -0.8657 -3.3812 -0.5181
C -1.4084 -1.0088 -3.0909 -0.6479
Pb -1.5711 0.0071 0.5380 -0.0502
P -2.1764 -1.5119 2.4628 -0.2667
H -2.5500 -2.6696 -2.0679 0.4363
H -0.1167 -3.8714 -1.9037 0.3629
H 1.7237 -2.1846 -2.9443 0.3813
H -2.2090 -0.2804 -3.2802 0.4010
H 0.4131 0.0127 -3.8444 0.4377
H -1.1762 -1.4112 3.4942 0.0621
H -2.6735 -2.8808 2.2759 0.0562
H -3.3052 -0.6386 2.7623 0.0998
C 1.9879 1.5978 2.7219 -1.2455
P 0.9823 1.0304 1.3209 0.4634
C -0.2877 2.4018 1.2650 -1.2782
C 2.0027 1.5107 -0.1067 -1.0748
H 1.3970 1.4632 3.6415 0.3150
H 2.2425 2.6534 2.5721 0.3411
H 2.8976 0.9798 2.7422 0.3555
H 0.2288 3.3504 1.4583 0.4122
H -0.7672 2.4847 0.2737 0.3839
H -1.0472 2.2572 2.0465 0.3446
H 2.4849 2.4803 0.0917 0.3213
H 2.7938 0.7538 -0.2260 0.3400
H 1.4104 1.5682 -1.0337 0.2891
```

The value obtained for the total energy is -1190.3933 Eh. The HOMO-LUMO gap (alpha / beta) is 4.457 / 4.793 eV. For the max |F|, the calculation gives 0.04096 Eh/bohr. The spin multiplicity is 1. The net charge is -1.



Entry 3:
Here is a structure of composition C2HKO4 in a non-equilibrium geometry from the Open Molecules 2025 dataset. Energies are from the ωB97M-V functional and the def2-TZVPD basis.

Structure (XYZ):
```
8
Properties=species:S:1:pos:R:3:mulliken_charge:R:1
O -0.2657 -0.0729 -1.9909 -0.7265
O 0.1629 -0.3036 1.9376 0.0485
O -0.7437 0.7478 -0.9120 -0.1151
O 0.8480 -1.0005 0.8675 -0.5624
C -0.2948 0.7339 1.4123 -0.4509
C 0.1414 0.7747 0.0441 0.5657
H 1.0852 1.2998 -0.1714 0.3056
K -0.9332 -2.1792 -1.1873 0.9351
```

The value obtained for the total energy is -977.3768 Eh. The HOMO-LUMO gap is 7.867 eV. The calculation puts the energy above the lowest of the compared OMol25 structures with the same formula, charge and spin at 251.1 kcal/mol. For the max |F|, the calculation gives 0.03719 Eh/bohr. The spin multiplicity is 1.



Entry 4:
Here is a structure of composition C6H9LiO8 in a non-equilibrium geometry from the Open Molecules 2025 dataset. Energies are from the ωB97M-V functional and the def2-TZVPD basis.

Structure (XYZ):
```
24
Properties=species:S:1:pos:R:3:mulliken_charge:R:1
Li 0.4385 0.9439 -1.0104 0.6789
C -1.7392 -0.4472 1.7173 -0.7854
C -0.9481 0.1686 0.5830 0.3259
C -0.2159 -0.9006 -0.3592 1.0075
O 0.4342 -0.4466 -1.3448 -0.9088
C -0.1794 -2.3211 0.0090 -0.6078
C -0.7373 -2.7173 1.1673 0.3489
C -1.6493 -1.7625 2.0630 0.2249
O -2.3728 -2.1878 3.0700 -0.8392
O -0.5990 -3.9616 1.4189 -0.8063
O -0.7426 1.3620 0.4311 -0.6964
H -2.4460 0.1867 2.2322 0.3148
H 0.3212 -3.0139 -0.6513 0.3746
O 1.0666 1.9620 0.0260 -0.8986
H 1.1674 2.5369 -0.7575 0.1178
O 1.6210 0.3782 1.3461 -0.8951
H 1.3756 1.1010 0.7685 0.4669
H 0.8441 -0.1802 1.3751 0.3411
O 1.7604 0.7804 -2.0525 -0.3286
H 1.8295 0.6867 -3.0026 0.2028
H 2.5749 1.2118 -1.7941 0.2403
O -0.6685 1.8223 -1.7560 -0.5389
H -1.0990 2.4769 -1.2061 0.3657
H -0.0365 2.3215 -2.2733 0.2950
```

The value obtained for the total energy is -843.2408 Eh. The HOMO-LUMO gap is 3.844 eV. The calculation puts the energy above the lowest of the compared OMol25 structures with the same formula, charge and spin at 71.0 kcal/mol. For the max |F|, the calculation gives 0.19924 Eh/bohr. The spin multiplicity is 1. The net charge is -2.



Entry 5:
Here is an isolated molecule of C3H7NO2 in a non-equilibrium geometry from the Open Molecules 2025 dataset. Energies are from the ωB97M-V functional and the def2-TZVPD basis.

Structure (XYZ):
```
13
Properties=species:S:1:pos:R:3:mulliken_charge:R:1
C -0.9748 -1.2235 1.1476 -1.0237
C 0.0435 -0.0967 0.9820 -0.4160
N 0.5319 0.0474 -0.3964 -0.1988
C 0.4720 1.0941 -1.2184 0.5918
O 0.0782 2.2154 -1.0122 -0.5991
O 0.9417 0.7142 -2.4650 -0.4995
H -1.1743 -1.8810 0.3164 0.3819
H -0.7541 -1.7256 2.0968 0.2890
H -1.8733 -0.7233 1.5296 0.2711
H -0.3948 0.8916 1.1513 0.2795
H 0.9322 -0.0885 1.6144 0.3785
H 1.0049 -0.7399 -0.7968 0.2128
H 1.1668 1.5159 -2.9491 0.3326
```

The value obtained for the total energy is -323.7608 Eh. As for the SMILES: CCNC(=O)O. The HOMO-LUMO gap is 10.776 eV. The calculation puts the energy above the lowest of the compared OMol25 structures with the same formula, charge and spin at 12.6 kcal/mol. For the max |F|, the calculation gives 0.05281 Eh/bohr. The spin multiplicity is 1.



Entry 6:
Here is a cluster of 5 separate species, C5H20N10O5 in total in a non-equilibrium geometry from the Open Molecules 2025 dataset. Energies are from the ωB97M-V functional and the def2-TZVPD basis.

Structure (XYZ):
```
40
Properties=species:S:1:pos:R:3:mulliken_charge:R:1
N 0.1694 4.5054 -0.5537 -0.4146
C -0.6023 3.5399 0.0079 0.8321
N -1.9406 3.7013 -0.0613 -0.3913
O -0.0866 2.5212 0.4813 -0.8954
H -0.1639 5.3631 -0.9500 0.1671
H 1.1549 4.3139 -0.5426 0.2245
H -2.3854 4.5237 -0.4251 0.1655
H -2.5436 2.9649 0.2557 0.2209
N 0.7128 0.0571 -0.8565 -0.3209
C -0.0842 -0.9680 -0.4708 0.5140
N -0.6345 -0.8537 0.7673 -0.3226
O -0.3121 -1.9444 -1.1906 -0.7267
H 1.0707 0.0331 -1.7939 0.2292
H 0.7065 0.9293 -0.3443 0.2342
H -1.3855 -1.4808 0.9951 0.2264
H -0.5072 -0.0500 1.3556 0.1990
N -0.0436 2.3905 3.4680 -0.2841
C 0.4005 3.4413 4.2240 0.5930
N 0.5084 3.2040 5.5714 -0.3897
O 0.7070 4.5212 3.7434 -0.6446
H -0.3836 1.5578 3.9070 0.1602
H -0.0984 2.6004 2.4809 0.1758
H 0.7599 3.9733 6.1620 0.2310
H 0.2139 2.3432 5.9922 0.1641
N 2.5106 -2.5582 -3.0692 -0.3444
C 3.8721 -2.6654 -2.8784 0.6041
N 4.2440 -3.2125 -1.6861 -0.3693
O 4.6732 -2.2396 -3.6911 -0.6410
H 1.8608 -3.0803 -2.5066 0.1453
H 2.2723 -2.3502 -4.0224 0.2153
H 3.5649 -3.6149 -1.0640 0.1776
H 5.1911 -3.4963 -1.5207 0.2178
N -2.1210 -4.3690 -1.4331 -0.2887
C -3.3336 -3.7467 -1.2844 0.5020
N -3.3300 -2.4215 -1.5977 -0.3283
O -4.3403 -4.3258 -0.8940 -0.6671
H -1.4882 -3.8617 -2.0271 0.1978
H -2.0791 -5.3608 -1.3035 0.2195
H -2.4866 -1.8786 -1.6726 0.2175
H -4.2426 -2.0062 -1.5719 0.1948
```

The value obtained for the total energy is -1126.4962 Eh. As for the SMILES: NC(N)=O.NC(N)=O.NC(N)=O.NC(N)=O.NC(N)=O. The HOMO-LUMO gap is 9.563 eV. The calculation puts the energy above the lowest of the compared OMol25 structures with the same formula, charge and spin at 3.1 kcal/mol. For the max |F|, the calculation gives 0.02011 Eh/bohr. The spin multiplicity is 1.